Below is a structure of composition C33H78Br9O20P5, with properties calculated with ωB97M-V/def2-TZVPD.

The geometry in ORCA input format:
```
! RIJCOSX wB97M-V def2-TZVPD def2/J DEFGRID3
* xyz 0 1
C -2.38 1.96 -1.27
Br -3.12 0.40 -2.22
Br -3.48 2.66 0.21
Br -1.96 3.29 -2.63
H -1.39 1.78 -0.85
C 0.47 0.01 1.38
Br -0.96 0.94 2.45
Br 1.90 1.27 0.88
Br -0.31 -0.89 -0.23
H 0.94 -0.76 1.99
C 4.73 -1.70 2.25
Br 3.31 -2.28 1.01
Br 4.06 -0.44 3.65
Br 6.34 -1.01 1.22
H 5.08 -2.59 2.76
C 2.13 4.84 -3.60
C 2.27 3.32 -3.49
O 3.35 2.92 -4.27
P 4.66 2.21 -3.74
O 5.33 2.91 -2.62
O 5.56 1.90 -5.09
C 6.69 1.06 -5.05
C 6.74 0.28 -6.33
O 4.24 0.67 -3.32
C 3.57 0.27 -2.12
C 2.76 -0.98 -2.41
H 2.90 5.40 -3.07
H 2.30 5.23 -4.61
H 1.21 5.22 -3.16
H 2.35 3.02 -2.44
H 1.32 2.88 -3.81
H 7.55 1.74 -5.03
H 6.69 0.38 -4.20
H 7.72 -0.12 -6.59
H 6.11 -0.60 -6.22
H 6.38 0.85 -7.18
H 4.35 0.20 -1.36
H 2.81 0.99 -1.82
H 2.06 -0.88 -3.25
H 3.50 -1.77 -2.53
H 2.21 -1.30 -1.53
C -0.41 -2.99 -3.19
C -1.00 -2.54 -4.50
O -1.16 -1.15 -4.53
P -0.71 -0.28 -5.86
O -1.02 -0.87 -7.17
O 0.84 0.03 -5.65
C 1.78 -0.81 -6.23
C 2.92 0.01 -6.83
O -1.39 1.21 -5.52
C -0.88 2.33 -6.16
C -1.22 2.33 -7.66
H -0.97 -2.57 -2.36
H -0.50 -4.06 -3.04
H 0.66 -2.76 -3.15
H -0.49 -2.88 -5.40
H -1.94 -3.02 -4.78
H 2.27 -1.54 -5.58
H 1.33 -1.32 -7.08
H 3.55 -0.63 -7.45
H 2.42 0.69 -7.52
H 3.61 0.59 -6.22
H -1.39 3.21 -5.76
H 0.20 2.31 -6.09
H -0.59 1.58 -8.13
H -2.24 2.00 -7.82
H -1.07 3.21 -8.30
C 0.24 0.39 6.84
C 1.16 -0.47 5.99
O 0.59 -0.84 4.76
P -0.28 -2.22 4.57
O -0.64 -2.48 3.17
O 0.71 -3.44 5.13
C 1.95 -3.76 4.60
C 3.00 -3.68 5.72
O -1.50 -2.16 5.66
C -2.68 -1.49 5.29
C -3.60 -1.42 6.50
H -0.39 1.09 6.29
H -0.54 -0.13 7.39
H 0.88 0.94 7.53
H 2.01 0.22 5.88
H 1.50 -1.36 6.51
H 1.93 -4.83 4.41
H 2.15 -3.19 3.69
H 2.89 -4.40 6.52
H 3.96 -3.88 5.23
H 3.02 -2.70 6.21
H -2.44 -0.44 5.09
H -3.14 -1.79 4.35
H -3.08 -1.10 7.40
H -4.51 -0.84 6.36
H -3.94 -2.46 6.61
C -4.12 2.61 5.26
C -2.66 2.97 5.09
O -2.50 4.36 5.32
P -2.56 5.33 4.04
O -3.89 5.46 3.42
O -2.05 6.75 4.79
C -2.46 8.03 4.29
C -3.49 8.63 5.33
O -1.29 4.94 3.08
C -1.15 5.45 1.79
C -0.57 4.34 0.92
H -4.73 3.19 4.57
H -4.29 1.60 4.90
H -4.46 2.81 6.28
H -2.04 2.50 5.85
H -2.34 2.74 4.08
H -1.63 8.74 4.23
H -2.88 8.17 3.29
H -4.43 8.08 5.34
H -3.07 8.73 6.33
H -3.90 9.56 4.92
H -2.12 5.69 1.35
H -0.49 6.31 1.81
H 0.46 4.11 1.19
H -1.19 3.49 1.19
H -0.58 4.65 -0.12
C -4.46 -2.57 1.44
C -3.03 -3.09 1.29
O -2.99 -3.55 -0.03
P -3.01 -5.13 -0.28
O -4.28 -5.89 -0.01
O -2.45 -5.31 -1.82
C -2.43 -6.61 -2.38
C -2.53 -6.39 -3.90
O -1.78 -5.74 0.55
C -0.43 -5.17 0.44
C 0.41 -5.45 1.70
H -4.47 -2.05 2.40
H -4.71 -2.01 0.54
H -5.15 -3.40 1.58
H -2.37 -2.22 1.26
H -2.61 -3.70 2.09
H -1.53 -7.10 -2.02
H -3.28 -7.20 -2.02
H -3.55 -6.04 -4.06
H -1.79 -5.71 -4.32
H -2.37 -7.32 -4.44
H 0.13 -5.62 -0.38
H -0.53 -4.11 0.22
H 1.41 -5.02 1.71
H -0.15 -5.16 2.59
H 0.43 -6.53 1.83
*
```

The value obtained for the LUMO energy is -1.09 eV. For the strongest force on any atom, the calculation gives 4.73 eV/Å. The molecular weight is 1668.973 u.

Below is a structure of composition C3H3HgLiO3, with properties calculated with ωB97M-V/def2-TZVPD.

The geometry in ORCA input format:
```
! RIJCOSX wB97M-V def2-TZVPD def2/J DEFGRID3
* xyz 3 2
O -0.08 0.77 0.35
C -0.87 -0.09 -0.26
C 1.32 0.27 0.30
O -2.08 0.03 -0.24
O -0.21 -1.11 -0.75
C 1.14 -0.97 -0.50
Li -0.85 2.42 1.28
H 1.65 0.10 1.34
H 1.93 1.05 -0.18
H 1.72 -1.89 -0.46
Hg -3.67 -0.59 -0.89
*
```

The value obtained for the LUMO energy (spin up / spin down) is -16.97 / -16.92 eV. For the strongest force on any atom, the calculation gives 10.73 eV/Å. The molecular weight is 294.585 u.

Below is a cluster of 3 separate species, C8H23N4O10P2S in total, with properties calculated with ωB97M-V/def2-TZVPD.

The geometry in ORCA input format:
```
! RIJCOSX wB97M-V def2-TZVPD def2/J DEFGRID3
* xyz 1 1
O -5.51 -0.72 2.04
S -5.91 -0.34 0.66
O -4.80 0.09 -0.24
C -7.22 1.01 0.79
N -8.52 0.35 0.43
N -9.04 0.34 -0.78
N -10.18 -0.39 -0.65
C -10.29 -0.83 0.71
N -9.15 -0.31 1.41
H -6.48 -1.49 0.08
H -7.01 1.88 0.09
H -7.25 1.45 1.84
H -11.09 -1.47 1.16
H -8.85 -0.37 2.39
C -1.88 -0.28 0.75
O -0.52 -0.06 0.42
P 0.32 -1.19 -0.33
O 0.25 -1.16 -1.81
O -0.12 -2.57 0.34
C -1.15 -3.34 -0.27
O 1.77 -0.94 0.28
C 2.82 -1.80 -0.13
H -2.45 -0.58 -0.13
H -1.95 -1.05 1.53
H -2.29 0.64 1.16
H -1.21 -3.17 -1.34
H -2.12 -3.09 0.19
H -0.95 -4.40 -0.09
H 3.08 -1.60 -1.17
H 2.53 -2.85 -0.01
H 3.69 -1.61 0.50
C 4.18 1.52 0.04
O 5.39 0.95 0.51
P 6.79 1.59 0.06
O 7.30 2.68 0.91
O 6.62 1.95 -1.49
C 6.24 3.27 -1.85
O 7.70 0.28 0.01
C 9.05 0.43 -0.39
H 4.13 2.59 0.25
H 4.08 1.34 -1.03
H 3.35 1.02 0.54
H 6.56 4.01 -1.11
H 5.16 3.33 -1.97
H 6.71 3.52 -2.81
H 9.62 0.96 0.38
H 9.12 0.97 -1.34
H 9.48 -0.56 -0.52
*
```

The value obtained for the LUMO energy is -6.20 eV. For the strongest force on any atom, the calculation gives 5.72 eV/Å. The molecular weight is 429.305 u.

Below is a structure of composition C7H8N3O4S, with properties calculated with ωB97M-V/def2-TZVPD.

The geometry in ORCA input format:
```
! RIJCOSX wB97M-V def2-TZVPD def2/J DEFGRID3
* xyz -1 1
C -0.94 1.22 -2.48
C -1.51 1.33 -0.15
C -0.01 0.23 -2.23
C -1.72 1.88 -1.47
C -0.69 0.15 -0.05
C -2.95 2.80 -1.86
C 2.93 -2.16 0.81
N -0.10 -0.37 -1.03
N -0.36 -0.69 1.64
N 0.30 -1.83 2.08
O -3.01 2.96 -3.08
O -3.66 3.09 -0.91
O 2.14 -2.65 3.31
O 2.35 -0.22 2.69
S 1.98 -1.61 2.34
H -1.10 1.53 -3.51
H -2.12 1.91 0.59
H 0.36 -0.43 -2.97
H 2.27 -1.85 0.03
H 3.85 -1.64 0.84
H 3.05 -3.20 1.28
H -1.26 -0.56 2.14
H 0.23 0.11 1.98
*
```

The value obtained for the LUMO energy is 2.99 eV. For the strongest force on any atom, the calculation gives 4.09 eV/Å. The molecular weight is 230.225 u.

Below is a cluster of 2 separate species, C2H2IN3O in total, with properties calculated with ωB97M-V/def2-TZVPD.

The geometry in ORCA input format:
```
! RIJCOSX wB97M-V def2-TZVPD def2/J DEFGRID3
* xyz 0 1
O -0.85 -1.44 0.33
N -1.47 -0.45 0.06
C -2.27 0.38 0.25
I -3.28 2.05 -0.29
N 1.14 1.63 0.42
C 1.49 0.58 0.15
N 1.85 -0.70 -0.09
H 2.29 -0.76 -1.03
H 1.09 -1.29 0.20
*
```

The value obtained for the LUMO energy is -0.71 eV. For the strongest force on any atom, the calculation gives 2.51 eV/Å. The structure (SMILES) is [O-][N+]#CI.N#CN. The molecular weight is 210.962 u.

Below is a structure of composition C34H32Cl2CrI2N3O7S, with properties calculated with ωB97M-V/def2-TZVPD.

The geometry in ORCA input format:
```
! RIJCOSX wB97M-V def2-TZVPD def2/J DEFGRID3
* xyz -2 4
Cr 2.15 -0.95 -0.76
I 4.38 -1.88 -2.19
I 7.22 -1.09 -3.15
Cl -4.70 -1.65 -3.97
C -4.81 -2.82 -2.67
C -5.84 -3.75 -2.76
C -5.91 -4.79 -1.85
C -4.92 -4.89 -0.87
C -3.93 -3.94 -0.79
Cl -2.73 -4.11 0.45
C -3.85 -2.83 -1.65
N -2.86 -1.90 -1.53
C -3.05 -0.51 -1.67
C -4.30 0.09 -1.49
C -4.45 1.46 -1.63
C -3.35 2.26 -1.93
C -2.11 1.66 -2.08
C -1.94 0.28 -1.95
C -0.57 -0.33 -2.12
C 0.05 -0.82 -0.82
O 0.65 0.23 0.03
O -0.48 -1.73 -0.14
H -6.55 -3.66 -3.57
H -6.70 -5.52 -1.91
H -4.92 -5.71 -0.16
H -2.02 -2.13 -0.97
H -5.15 -0.53 -1.24
H -5.43 1.91 -1.49
H -3.45 3.33 -2.02
H -1.23 2.27 -2.28
H 0.08 0.40 -2.59
H -0.63 -1.22 -2.75
C 1.02 2.25 2.37
C -0.14 2.61 1.43
C -1.31 1.64 1.58
C 0.36 3.01 0.03
C -0.01 4.30 -0.37
C 0.52 4.97 -1.46
C 1.55 4.33 -2.15
C 1.96 3.04 -1.85
C 3.12 2.45 -2.64
C 4.30 2.03 -1.75
C 2.68 1.34 -3.60
C 1.29 2.31 -0.82
N 1.58 0.99 -0.78
H 0.64 2.05 3.38
H 1.74 3.07 2.43
H 1.55 1.37 2.03
H -0.53 3.56 1.81
H -1.02 0.59 1.47
H -2.10 1.85 0.87
H -1.73 1.76 2.59
H -0.74 4.82 0.25
H 0.20 5.97 -1.72
H 2.05 4.84 -2.97
H 3.49 3.27 -3.26
H 4.01 1.29 -0.99
H 4.68 2.90 -1.21
H 5.11 1.60 -2.34
H 2.24 0.49 -3.09
H 3.54 0.96 -4.17
H 1.94 1.72 -4.31
O 0.75 -4.55 -2.10
S 2.08 -3.97 -2.36
N 2.29 -2.51 -1.71
O 3.10 -0.39 1.08
C 2.86 -1.45 1.76
O 2.72 -2.58 1.27
C 2.62 -1.32 3.24
C 3.49 -0.63 4.06
C 3.25 -0.51 5.44
C 2.10 -1.09 5.91
O 1.62 -1.09 7.21
C 0.43 -1.88 7.17
O 0.15 -2.22 5.82
C 1.23 -1.76 5.09
C 1.45 -1.91 3.75
H 4.36 -0.16 3.62
H 3.92 0.03 6.10
H -0.40 -1.30 7.58
H 0.58 -2.79 7.75
H 0.78 -2.44 3.09
*
```

The value obtained for the LUMO energy (spin up / spin down) is 3.91 / 3.91 eV. For the strongest force on any atom, the calculation gives 1.83 eV/Å. The molecular weight is 1003.421 u.